{
  "formula": "C2HAgMgO2",
  "method": "ωB97M-V/def2-TZVPD",
  "symbols": ["O", "C", "C", "H", "Mg", "Ag", "O"],
  "coordinates": [[-2.26, 0.07, -0.97], [-1.35, 0.29, -0.26], [-0.23, 0.38, 0.41], [-0.38, 0.52, 1.49], [1.77, 1.29, -0.38], [1.24, -2.07, 0.53], [1.20, -0.48, -0.82]],
  "mulliken_charge": [-0.31, 0.95, -1.16, 0.52, 1.01, 0.69, -0.70],
  "charge": 1,
  "homo_ev": [-12.0, -12.7],
  "relative_energy_kj_mol": 166.4,
  "multiplicity": 2,
  "e_tot_ha": -573.94262
}